Record 1
50
Properties=species:S:1:pos:R:3:forces:R:3 method="wB97M-V/def2-TZVPD" lumo_energy_ev=-1.31 relative_energy_ev=0.072 e_homo_ha=-0.2928 gap_ha=0.24457 spin_multiplicity=1
Ir -1.23391 0.19176 0.24967 -0.309 -0.455 0.292
C 0.30144 0.15985 2.75535 -0.011 0.068 -0.074
C 0.20766 -0.75667 1.56500 0.273 -0.189 -0.098
N 0.83365 -0.37879 0.43748 -0.262 -0.120 0.117
N 1.18470 -1.40411 -0.43125 0.173 0.081 0.332
C 0.56742 -1.45060 -1.53512 -0.044 0.197 -0.037
S -0.82441 -0.44370 -1.87491 0.020 0.221 -0.057
S 1.04209 -2.52600 -2.82207 0.015 -0.155 -0.145
C 2.77079 -2.84651 -2.35098 -0.003 0.017 0.006
C 3.66843 -1.64877 -2.49905 0.021 -0.015 0.006
C 3.92820 -1.11308 -3.75751 0.000 0.008 0.000
C 4.76186 -0.01589 -3.89794 -0.007 -0.006 -0.008
C 5.34552 0.56181 -2.77788 0.008 0.004 0.010
C 5.09080 0.03502 -1.52129 -0.001 0.002 0.001
C 4.25507 -1.06487 -1.38284 -0.017 -0.007 -0.026
C -0.23299 -2.15885 1.78226 0.144 -0.043 0.099
C 0.41248 -3.05109 2.62731 0.073 0.010 0.038
C -0.04590 -4.35258 2.74557 0.044 0.012 0.033
C -1.16026 -4.74957 2.01357 -0.059 0.037 -0.059
C -1.81827 -3.86619 1.17530 -0.003 -0.057 0.026
C -1.35645 -2.55378 1.06185 -0.093 0.052 -0.116
O -1.99822 -1.67554 0.28960 0.070 0.341 0.006
H 1.00347 -0.27384 3.47193 0.024 -0.007 -0.016
H -0.65885 0.23881 3.26914 -0.012 0.006 -0.008
H 0.65714 1.14414 2.45647 -0.006 0.009 0.026
H 3.07383 -3.65115 -3.02279 -0.020 0.012 -0.026
H 2.78409 -3.23508 -1.33500 -0.022 0.028 0.008
H 3.46454 -1.55527 -4.63210 0.002 -0.002 0.001
H 4.95673 0.39093 -4.88194 -0.002 -0.003 0.001
H 5.99519 1.42069 -2.88670 -0.002 -0.001 0.003
H 5.53791 0.48351 -0.64336 0.001 0.000 -0.002
H 4.04100 -1.46777 -0.40143 -0.001 -0.004 0.012
H 1.28826 -2.73170 3.18106 -0.006 0.002 -0.004
H 0.45880 -5.05206 3.39767 0.005 0.005 -0.002
H -1.52275 -5.76605 2.10164 -0.010 0.001 -0.008
H -2.68933 -4.16328 0.60686 0.000 -0.004 0.004
Cl -5.91094 7.16627 0.81081 -0.009 0.014 0.002
C -4.92190 5.75170 0.67716 0.014 -0.013 0.001
C -5.47505 4.58597 0.16665 -0.003 0.002 0.000
C -4.68249 3.45783 0.06040 0.003 0.010 0.005
C -3.35166 3.50510 0.46496 -0.018 0.004 -0.020
C -2.80941 4.68106 0.97409 -0.001 -0.004 0.004
C -3.59605 5.81309 1.08262 -0.008 -0.005 -0.005
C -2.51176 2.30669 0.35036 0.312 0.127 0.055
O -2.97394 1.21929 -0.13542 -0.126 -0.016 -0.055
O -1.29277 2.29809 0.73692 -0.149 -0.168 -0.322
H -6.51091 4.57121 -0.14079 0.001 0.000 -0.001
H -5.08593 2.53555 -0.33451 0.002 0.000 0.000
H -1.77206 4.69759 1.27889 0.000 0.002 0.000
H -3.19482 6.73682 1.47427 0.000 0.000 -0.001

=====

Record 2
15
Properties=species:S:1:pos:R:3:forces:R:3 method="wB97M-V/def2-TZVPD" lumo_energy_ev=1.06 relative_energy_ev=0.905 e_homo_ha=-0.3552 gap_ha=0.39405 smiles="CC1CC(=N)C1" spin_multiplicity=1
C -0.78818 1.71109 -0.08380 0.003 0.035 -0.016
C -0.62259 0.28857 0.42311 -0.122 0.093 0.066
C -0.47868 -0.80074 -0.67853 -0.110 -0.050 -0.126
C 0.78465 -0.08180 0.97382 0.105 0.020 0.080
C 0.88985 -1.14510 -0.10142 0.315 -0.175 0.000
N 1.82623 -1.95106 -0.36241 -0.380 0.184 -0.037
H -0.72619 2.43429 0.73722 -0.006 -0.096 -0.121
H -1.75567 1.84267 -0.58137 0.123 -0.012 0.074
H -0.00387 1.95600 -0.81068 -0.081 -0.026 0.105
H -1.41862 0.05052 1.13536 0.107 0.012 -0.093
H -0.43827 -0.40600 -1.70122 0.002 -0.056 0.142
H -1.21472 -1.61159 -0.64597 0.154 0.092 0.000
H 1.58273 -2.52327 -1.17442 0.036 0.003 0.066
H 0.81817 -0.46412 1.99876 -0.015 0.030 -0.153
H 1.54515 0.70055 0.87155 -0.131 -0.054 0.013

=====

Record 3
15
Properties=species:S:1:pos:R:3:forces:R:3 method="wB97M-V/def2-TZVPD" lumo_energy_ev=1.15 relative_energy_ev=0.783 e_homo_ha=-0.3630 gap_ha=0.40529 smiles=CC1(C)CC1 spin_multiplicity=1
C -0.93617 1.21785 -0.04518 -0.104 0.065 0.052
C -0.00584 0.01889 -0.06825 0.114 0.072 -0.046
C 0.95298 0.03588 -1.24573 -0.022 -0.044 -0.001
C 0.49082 -0.47516 1.26442 0.117 0.113 0.154
C -0.51648 -1.28203 0.48749 -0.135 -0.103 -0.116
H -1.63620 1.16979 0.79627 0.101 -0.049 -0.101
H -0.36693 2.15172 0.05604 -0.044 -0.180 -0.022
H -1.52891 1.29777 -0.96548 0.108 -0.106 0.111
H 1.33934 1.05466 -1.33703 0.126 -0.083 -0.131
H 1.81123 -0.63686 -1.12593 -0.248 0.052 0.099
H 0.45817 -0.22354 -2.19193 0.007 0.090 0.219
H 1.50423 -0.86495 1.33802 -0.186 0.097 -0.091
H 0.15629 0.05659 2.15167 0.009 -0.124 -0.116
H -0.17977 -2.21381 0.03842 -0.027 0.196 0.037
H -1.54275 -1.30680 0.84719 0.185 0.003 -0.046

=====

Record 4
10
Properties=species:S:1:pos:R:3:forces:R:3 method="wB97M-V/def2-TZVPD" lumo_energy_ev=0.50 relative_energy_ev=1.213 e_homo_ha=-0.3553 gap_ha=0.37366 smiles="O=C(NO)NS" spin_multiplicity=1
C -0.61984 -0.49760 0.03135 -0.110 -1.553 0.155
H 2.18362 -1.90063 -0.03515 0.754 -0.303 1.047
H 1.00700 0.47014 -0.62736 0.362 0.294 -0.168
H -1.41913 0.69004 1.40843 -0.043 -0.013 -0.485
H -0.69564 2.43175 -0.14963 1.381 -0.476 0.758
N 0.59588 -0.43857 -0.59198 -0.610 0.107 0.042
N -1.07701 0.75280 0.44532 -0.664 -0.263 0.995
O -1.27244 -1.51398 0.23020 0.634 1.285 -0.078
O -0.13342 1.79879 0.37743 -1.330 1.133 -1.021
S 1.43097 -1.79276 -1.08862 -0.373 -0.211 -1.244